The following is a DFT calculation (wB97M-V/def2-TZVPD) of 2 unconnected molecules or ions with the total composition C22H37Br2F3N4O4PS in a non-equilibrium geometry.

Geometry as XYZ:
```
74
Properties=species:S:1:pos:R:3:mulliken_charge:R:1
Br 3.99895 3.47133 3.49989 -0.0768
Br 4.92393 3.98690 -1.25742 -0.0661
S -9.90931 2.83018 -0.40176 -0.1436
P 0.67429 0.88343 -0.08184 0.1100
F 5.62951 5.29978 1.14248 -0.2236
F 6.35603 2.91387 1.08839 -0.2096
F 2.95713 4.71588 1.19315 -0.2786
O 4.68243 -1.25531 0.67859 -0.2384
O 2.00906 0.68487 -3.36585 -0.3117
O 1.28308 0.14691 -1.54159 -0.0264
O -12.40445 4.13573 -0.13533 -0.2452
N -13.65202 2.73303 1.31178 -0.3068
N 4.15699 -2.36498 -0.00700 0.8623
N 1.04212 0.91800 -2.62316 0.1280
N -12.42828 2.02943 1.22999 -0.2220
C 1.71241 2.46354 0.38897 -0.5808
C 3.11525 -4.58523 0.47102 -1.6142
C 3.85031 3.54521 1.50020 0.2632
C 5.19071 -1.20230 -2.02950 -1.6677
C -8.68923 2.05002 0.78633 -0.4263
C -1.10748 1.61199 -0.35081 -0.7536
C 4.97571 -2.54662 -1.25711 1.3647
C 4.21397 -3.42020 -2.28723 -1.5614
C -3.54836 0.69055 0.15106 -0.7065
C -5.96755 1.93071 0.30189 -0.5466
C -4.89592 1.12663 -0.69933 -0.5177
C 3.55802 -3.10964 2.36600 -1.7479
C -13.72754 4.00484 0.49597 0.0356
C -7.46283 1.41557 -0.14885 -0.6432
C 6.26968 -4.44418 -0.12003 -0.4970
C 6.36263 -3.18146 -0.97089 -1.1789
C 5.51744 -4.16474 1.17958 -1.1459
C -11.63685 2.93693 0.31429 0.3631
C -2.21322 0.48365 -0.78859 -0.3711
C 5.29840 3.89662 0.74381 0.5510
C 3.21598 2.10729 0.93779 -0.3820
C 4.12658 -3.51509 0.96166 1.3474
H 4.74911 -3.44352 -3.24446 0.4815
H -3.69536 -0.32822 0.75088 0.2248
H 6.14249 -3.51175 1.80056 0.4084
H 5.41310 -5.10551 1.73559 0.3713
H 4.23091 -0.71263 -2.23581 0.3367
H -5.42405 0.12160 -1.05854 0.2419
H -9.11502 1.14333 1.41010 0.3452
H -5.85662 3.09992 0.11844 0.2350
H 6.86925 -3.42358 -1.91458 0.3991
H 3.21286 -3.01876 -2.48443 0.3306
H -7.49583 0.24473 -0.21910 0.2833
H -0.98367 2.47716 -1.14715 0.3174
H 7.01033 -2.45884 -0.45589 0.3662
H -2.51408 0.72509 -1.91658 0.2903
H 5.68145 -1.37772 -2.99420 0.4745
H -7.63263 1.81714 -1.25213 0.2691
H 2.57847 -2.63069 2.27242 0.4473
H -3.41759 1.52032 0.99082 0.3432
H 2.83270 -5.26775 1.28196 0.4739
H 3.15708 1.33009 1.83676 0.3861
H -5.67423 1.66089 1.41074 0.3530
H 1.10170 2.95463 1.28621 0.3316
H -4.62647 1.81734 -1.62511 0.3239
H 3.43536 -3.99092 3.00744 0.4540
H -1.35989 2.16536 0.67310 0.3152
H 7.28032 -4.80128 0.11315 0.4189
H 1.68676 3.13753 -0.57525 0.3390
H 4.22544 -2.43250 2.91080 0.3765
H 4.11125 -4.46318 -1.99916 0.3070
H 3.89527 1.60416 0.12434 -0.0125
H 5.82745 -0.49555 -1.48728 0.3955
H -14.56710 4.80723 0.34979 0.3179
H -1.80168 -0.62441 -0.80298 0.3746
H -8.23875 2.84304 1.54477 0.3220
H 2.19038 -4.12143 0.10864 0.3842
H 5.78477 -5.24968 -0.67881 0.3190
H 3.50897 -5.23471 -0.31165 0.3185
```

Calculated values
LUMO energy = -8.00 eV
spin multiplicity = 1
gap between HOMO and LUMO = 1.724 eV
total charge = +1

---

The following is a DFT calculation (wB97M-V/def2-TZVPD) of 7 unconnected molecules or ions with the total composition C22H40O20 in a non-equilibrium geometry.

Geometry as XYZ:
```
82
Properties=species:S:1:pos:R:3:mulliken_charge:R:1
O -0.14605 0.21168 2.07123 -0.5581
O 3.53712 6.48438 -1.20633 -0.3292
O 1.74936 5.64547 -0.33752 -0.3229
O 2.56612 4.71919 -2.22923 -0.5443
O -4.92789 -2.37809 -1.20138 -0.3435
O -1.29337 -3.13871 4.57980 -0.5376
O 5.42318 -1.98068 2.49363 -0.5506
O -1.22549 2.02022 2.89111 -0.3606
O -4.42549 2.89042 -2.28400 -0.3272
O 6.30525 -0.17869 3.53268 -0.3363
O 4.68069 -1.22820 4.49031 -0.3350
O -0.05312 -3.48108 6.43789 -0.3366
O -1.42671 -3.96319 -7.02900 -0.3061
O -3.61115 1.95359 -4.17178 -0.5605
O 0.93132 1.98336 2.96942 -0.3617
O -0.82971 -2.79412 -5.19072 -0.5340
O 0.71135 -4.16896 4.54050 -0.3198
O -2.65003 3.73528 -3.16585 -0.2981
O -5.83774 -0.47242 -0.40993 -0.4457
O 0.66036 -3.50189 -6.73362 -0.3237
C -3.62995 -2.01881 -1.74757 -0.4444
C 7.21275 -0.03452 2.43933 -0.6444
C 2.61234 5.53411 -1.34557 0.8051
C 2.17054 1.32036 2.71149 -0.5884
C 0.56878 -4.31739 3.12462 -0.6518
C -5.24194 -1.48667 -0.23165 0.5226
C -0.14706 1.29672 2.59060 0.8554
C -4.17506 -1.89935 2.14494 0.0279
C -0.55917 -3.36310 -6.21487 0.8130
C 0.69649 4.68041 -0.36043 -0.4133
C -2.78509 -3.89009 -6.59375 -0.5969
C -2.46271 1.39976 2.53503 -0.5330
C -5.46394 1.90442 -2.27234 -0.2147
C -0.31227 -3.55813 5.13295 0.8431
C 5.46581 -1.20800 3.41355 0.7924
C -1.65154 3.73167 -4.18706 -0.7117
C 3.72166 -2.28780 4.49530 -0.5945
C 1.69789 -2.89975 -5.95856 -0.6175
C 4.53487 6.48417 -2.22758 -0.6276
C -1.07357 -2.83607 7.20193 -0.6252
C -3.57147 2.77871 -3.29783 0.7970
C -4.77204 -1.83382 1.11270 -0.3434
H -2.01262 -3.38178 7.12711 0.2975
H -3.48944 -1.86147 2.95924 0.4756
H 1.46463 -4.81916 2.76893 0.2248
H 4.08620 6.66002 -3.20387 0.2951
H 0.09824 4.78411 -1.26426 0.1879
H -5.04257 0.90982 -2.18564 -0.0551
H -0.74241 -2.83937 8.23661 0.2113
H 0.06311 4.87036 0.50169 0.2273
H -3.11493 -2.85410 -6.53419 0.2857
H -2.82340 -2.40570 -1.11814 0.2659
H -0.29948 -4.92992 2.88829 0.3342
H 7.83404 0.82986 2.65715 0.2252
H 1.54106 -1.82570 -5.87432 0.2919
H -6.07959 2.09987 -1.40018 0.1981
H -2.09807 3.90252 -5.16526 0.3359
H -2.90706 -4.38290 -5.63037 0.2755
H -3.49857 -2.43569 -2.74125 0.1343
H 5.21937 7.29667 -1.99978 0.2182
H 2.96001 1.97873 3.06329 0.2644
H -3.25941 2.07666 2.83048 0.2753
H -0.96124 4.54248 -3.96902 0.2124
H 1.09778 3.67087 -0.28319 0.2127
H -6.08090 1.97898 -3.16686 0.3213
H 2.29975 1.14738 1.64404 0.3227
H 5.08512 5.54466 -2.22777 0.2882
H 0.49018 -3.34417 2.64180 0.2693
H 1.75208 -3.35306 -4.97017 0.2899
H -1.20633 -1.80623 6.87418 0.2808
H 4.21648 -3.25729 4.48388 0.3703
H 7.84696 -0.91457 2.34736 0.2989
H -3.38271 -4.41091 -7.33666 0.2053
H 2.22424 0.37915 3.25687 0.2188
H 6.67179 0.14066 1.51079 0.2942
H 3.04566 -2.19628 3.64592 0.2271
H -2.58489 0.45825 3.06631 0.1310
H -2.51858 1.23885 1.45959 0.3172
H 3.14718 -2.19749 5.41314 0.2581
H -3.56223 -0.93009 -1.76979 0.1501
H 2.63079 -3.08236 -6.48473 0.2169
H -1.09965 2.79311 -4.18125 0.3276
```

Calculated values
LUMO energy = 0.38 eV
spin multiplicity = 1
energy above the lowest of the compared OMol25 structures with the same formula, charge and spin = 0.1604 eV
gap between HOMO and LUMO = 10.923 eV
SMILES = C#CC(=O)OC.COC(=O)OC.COC(=O)OC.COC(=O)OC.COC(=O)OC.COC(=O)OC.COC(=O)OC

---

The following is a DFT calculation (wB97M-V/def2-TZVPD) of 2 unconnected molecules or ions with the total composition C10H16 in a non-equilibrium geometry.

Geometry as XYZ:
```
26
Properties=species:S:1:pos:R:3:nbo_charge:R:1
C -0.81596 -1.75181 -2.63242 -0.6135
C 1.09439 0.62200 -0.59881 -0.1964
C 0.17186 1.32335 0.15419 -0.2245
C -1.34176 -2.12776 -0.16315 -0.6128
C -0.51220 2.57190 2.23197 -0.6314
C -1.86818 -1.67223 -1.52935 -0.4119
C 2.62862 0.65783 1.23816 -0.1993
C 2.32655 0.26848 -0.05481 -0.2293
C 1.71581 1.41663 1.97303 -0.2198
C 0.47160 1.73804 1.45566 -0.0048
H -0.82805 1.48770 -0.21537 0.2068
H -2.02141 -2.84569 0.28331 0.2052
H 0.85929 0.46553 -1.64073 0.2136
H -0.38290 -2.62528 -0.25549 0.2050
H -0.74785 2.10276 3.19788 0.2176
H -2.69817 -2.31770 -1.80360 0.2011
H 0.18715 -1.65167 -2.21885 0.2018
H -0.81025 -2.65069 -3.25615 0.2072
H -1.46327 2.63844 1.70319 0.2130
H 3.57320 0.37951 1.68116 0.2114
H -1.20760 -1.34441 0.58009 0.2141
H -2.28196 -0.66083 -1.51316 0.1994
H -0.14528 3.57448 2.42725 0.2216
H 1.98873 1.72460 2.97710 0.2079
H 3.01596 -0.34335 -0.61479 0.2129
H -0.90833 -0.97981 -3.40632 0.2049
```

Calculated values
LUMO energy = 1.03 eV
spin multiplicity = 1
energy above the lowest of the compared OMol25 structures with the same formula, charge and spin = 0.4172 eV
gap between HOMO and LUMO = 10.098 eV
SMILES = Cc1ccccc1.CCC